Entry 1:
{
  "formula": "C3H3ClN2S",
  "method": "ωB97M-V/def2-TZVPD",
  "orbital_gap_ev": 9.461,
  "smiles": "Sn1cncc1Cl",
  "lumo_energy_ev": 0.469,
  "relative_energy_kj_mol": 52.2,
  "e_tot_ha": -1083.9866,
  "species": ["S", "N", "C", "N", "C", "C", "Cl", "H", "H", "H"],
  "positions_angstrom": [[-1.95483, -0.40988, 1.16098], [-0.45495, -0.18808, 0.39283], [0.79072, -0.34467, 0.96969], [1.76065, -0.17828, 0.11192], [1.14614, 0.08657, -1.09405], [-0.21360, 0.08934, -0.95601], [-1.45730, 0.36708, -2.07698], [-2.17564, 0.85886, 1.44610], [0.85934, -0.55298, 2.03537], [1.69946, 0.27203, -1.98985]]
}


Entry 2:
{
  "formula": "C51H81Ge2LiN7O3SSi",
  "method": "ωB97M-V/def2-TZVPD",
  "orbital_gap_ev": 4.176,
  "lumo_energy_ev": 1.766,
  "charge": -1,
  "e_tot_ha": -7450.1743,
  "species": ["Li", "N", "C", "N", "C", "N", "C", "C", "N", "C", "C", "N", "H", "H", "H", "H", "H", "C", "C", "C", "C", "Ge", "C", "C", "C", "C", "H", "H", "H", "H", "H", "H", "H", "H", "H", "H", "H", "H", "H", "H", "H", "H", "H", "H", "H", "C", "C", "N", "C", "C", "C", "C", "N", "H", "H", "H", "H", "H", "H", "H", "H", "H", "H", "H", "H", "H", "H", "C", "Ge", "C", "C", "C", "C", "C", "C", "C", "C", "C", "C", "C", "C", "C", "C", "C", "C", "C", "C", "H", "H", "H", "H", "H", "H", "H", "H", "H", "H", "H", "H", "H", "H", "H", "H", "C", "C", "C", "C", "O", "Si", "S", "O", "C", "C", "C", "C", "O", "C", "C", "C", "C", "H", "H", "H", "H", "H", "H", "H", "H", "H", "H", "H", "H", "H", "H", "H", "H", "H", "H", "H", "H", "H", "H", "H", "H", "H", "H", "H"],
  "positions_angstrom": [[-0.64604, 1.17564, -0.21908], [2.29453, 1.08602, 2.66225], [1.76437, 1.46813, 1.49702], [0.51298, 1.06867, 1.42899], [0.33662, 0.37966, 2.58651], [1.39818, 0.38380, 3.37961], [-0.78680, -0.51007, 2.88295], [-0.67267, -1.41580, 3.94062], [-1.44612, -2.46259, 4.11857], [-2.31038, -2.69342, 3.10727], [-2.50828, -1.83328, 2.07335], [-1.85563, -0.62463, 2.03596], [3.22529, 1.23609, 3.01995], [2.29658, 2.00337, 0.73609], [0.12007, -1.24734, 4.65577], [-2.88490, -3.60875, 3.14758], [-3.22770, -1.99986, 1.28788], [0.00715, 1.17846, -6.03584], [-0.88893, -0.05094, -5.96705], [-0.45879, -1.08032, -4.92425], [-0.81686, -0.72227, -3.47796], [0.54739, -0.06741, -2.12010], [2.28413, -0.69462, -2.92134], [3.03979, 0.11354, -3.97359], [3.35132, 1.55187, -3.57531], [4.28034, 1.63978, -2.37066], [-0.41701, 1.93787, -6.69697], [0.99113, 0.91650, -6.42766], [0.14750, 1.61314, -5.04762], [-0.91881, -0.53152, -6.95215], [-1.91572, 0.25707, -5.74405], [0.61608, -1.26572, -5.02799], [-0.94409, -2.02868, -5.18741], [-1.21046, -1.61653, -2.98615], [-1.61781, 0.02387, -3.46385], [0.41880, 1.81191, -2.94327], [2.04459, -1.68037, -3.31716], [2.94065, -0.88240, -2.06836], [2.47706, 0.12489, -4.91076], [3.99345, -0.39378, -4.19079], [2.41088, 2.05185, -3.34532], [3.80211, 2.07403, -4.42595], [3.79527, 1.22843, -1.48547], [4.55442, 2.67380, -2.15157], [5.20255, 1.07558, -2.53077], [0.54924, 4.48802, 0.56138], [0.66975, 3.90139, -0.83594], [-0.39056, 4.29541, -1.76115], [0.08653, 5.14878, -2.83931], [0.50078, 6.51980, -2.32931], [-1.40325, 3.41079, -1.97382], [-2.20727, 3.52881, -3.24183], [-1.74191, 2.58743, -1.04518], [1.48517, 4.34717, 1.10333], [-0.24637, 4.00444, 1.12427], [0.33779, 5.55662, 0.52938], [0.69648, 2.80682, -0.82827], [1.61323, 4.21099, -1.29330], [-0.69329, 5.27294, -3.58229], [0.92398, 4.64562, -3.33930], [-0.34985, 7.04006, -1.88901], [0.88963, 7.12177, -3.14997], [1.27810, 6.44832, -1.57031], [-2.64344, 4.52206, -3.35233], [-3.01412, 2.79870, -3.22017], [-1.57142, 3.31016, -4.09775], [-2.50917, 2.01643, -1.38892], [-2.28889, 0.39619, 1.21803], [-3.15949, 1.89227, 2.14272], [-2.63148, 3.78649, 2.29438], [-2.69471, 4.65459, 1.20346], [-2.50339, 6.01754, 1.35804], [-2.23573, 6.54753, 2.61060], [-2.16504, 5.70367, 3.70505], [-2.37147, 4.33945, 3.54816], [-3.36940, 1.23770, 3.99318], [-2.30991, 1.24584, 4.90305], [-2.44228, 0.69915, 6.16997], [-3.64233, 0.12174, 6.55253], [-4.70586, 0.10285, 5.66570], [-4.56763, 0.65397, 4.40015], [-4.95731, 1.92365, 1.33285], [-5.64754, 3.11210, 1.10612], [-6.91939, 3.10839, 0.55045], [-7.53079, 1.91151, 0.21653], [-6.86603, 0.71698, 0.44548], [-5.59370, 0.72861, 0.99569], [-3.00584, -0.00663, 0.50862], [-2.87286, 4.25091, 0.21907], [-2.55732, 6.66666, 0.49328], [-2.08860, 7.61275, 2.73339], [-1.95829, 6.10558, 4.68897], [-2.33842, 3.70904, 4.42324], [-1.35890, 1.68438, 4.62429], [-1.60388, 0.71285, 6.85383], [-3.74729, -0.31247, 7.53811], [-5.64694, -0.34573, 5.95763], [-5.41211, 0.63446, 3.72229], [-5.19237, 4.05805, 1.36931], [-7.43284, 4.04590, 0.37760], [-8.52153, 1.90792, -0.21853], [-7.33674, -0.22440, 0.19348], [-5.09477, -0.21549, 1.16969], [3.84029, -4.29488, -3.42815], [2.83540, -4.75863, -2.37487], [1.43378, -4.82291, -2.96843], [3.25384, -6.13047, -1.85074], [2.90401, -3.81844, -1.32456], [1.86297, -3.48839, -0.08402], [0.16869, -2.41091, -0.50748], [2.79048, -2.67622, 1.02425], [4.16202, -2.50881, 1.30316], [4.25213, -2.25282, 2.80650], [4.99945, -3.73165, 0.93450], [4.65755, -1.29218, 0.52615], [1.52960, -5.00375, 0.51723], [1.10187, -5.45724, 1.77903], [0.47532, -4.33536, 2.60635], [2.30328, -6.04587, 2.51585], [0.06599, -6.54713, 1.50821], [3.90007, -5.02149, -4.23976], [4.82699, -4.19261, -2.97548], [3.55275, -3.33083, -3.83938], [1.42871, -5.48990, -3.83256], [1.10105, -3.83358, -3.27732], [0.72091, -5.19100, -2.23081], [3.20138, -6.86995, -2.65138], [2.59830, -6.43461, -1.03582], [4.27745, -6.09231, -1.47624], [3.93510, -3.13613, 3.35906], [3.58793, -1.43245, 3.08026], [5.27292, -2.00564, 3.10022], [4.70983, -4.59520, 1.52910], [6.05551, -3.52303, 1.11612], [4.86099, -3.97588, -0.11471], [3.97274, -0.45764, 0.68083], [4.68188, -1.51014, -0.54028], [5.65936, -1.00197, 0.84770], [1.20057, -3.54557, 2.79753], [0.11284, -4.72181, 3.55956], [-0.35525, -3.89119, 2.05469], [3.02975, -5.26181, 2.71854], [2.78181, -6.80911, 1.90080], [1.99910, -6.49132, 3.46362], [-0.78086, -6.11918, 0.97523], [-0.28682, -6.99047, 2.44049], [0.50312, -7.32980, 0.88851]]
}


Entry 3:
{
  "formula": "CH5N3S",
  "method": "ωB97M-V/def2-TZVPD",
  "orbital_gap_ev": 8.513,
  "smiles": "N/N=C\\NS",
  "lumo_energy_ev": 0.541,
  "relative_energy_kj_mol": 264.8,
  "e_tot_ha": -603.4451,
  "species": ["N", "N", "C", "N", "S", "H", "H", "H", "H", "H"],
  "positions_angstrom": [[1.10143, -1.19190, -0.18734], [1.60365, 0.11470, -0.43731], [0.61835, 1.00568, -0.23415], [-0.73781, 0.72392, -0.01050], [-2.02594, -0.30296, -0.40528], [0.19516, -1.24523, 0.38967], [1.81120, -1.78398, -0.04085], [0.75669, 2.17582, -0.26403], [-1.18953, 1.61059, 0.35698], [-2.13320, -1.10664, 0.83281]]
}


Entry 4:
{
  "formula": "C7H10F2NSi",
  "method": "ωB97M-V/def2-TZVPD",
  "orbital_gap_ev": [8.126, 6.498],
  "lumo_energy_ev": [-4.682, -5.029],
  "charge": 1,
  "relative_energy_kj_mol": 146.9,
  "e_tot_ha": -816.4280,
  "species": ["C", "C", "C", "C", "C", "C", "C", "N", "F", "F", "Si", "H", "H", "H", "H", "H", "H", "H", "H", "H", "H"],
  "positions_angstrom": [[1.84233, 2.90484, -0.29268], [2.46159, 1.67150, -0.07325], [0.70622, 3.00468, -1.11206], [1.84640, 0.51362, -0.55036], [-0.02279, 1.80305, -1.39659], [0.57986, 0.56606, -1.13261], [-0.93567, -2.31557, 1.79723], [-2.44005, -2.35726, 1.78000], [-1.74849, -1.07618, -2.11638], [0.49848, -2.28496, -2.07695], [-0.30627, -1.07703, -1.40714], [2.36901, 3.77360, 0.09924], [3.29969, 1.89591, 0.52819], [0.12384, 3.82959, -1.43494], [2.12791, -0.50274, -0.52633], [-0.99160, 1.66368, -1.82804], [-0.62321, -3.31145, 1.67866], [-0.59144, -1.50886, 2.55224], [-2.73225, -1.41103, 1.72023], [-2.75135, -2.69828, 2.63618], [-2.71222, -3.08319, 1.15534]]
}